[1]
{"formula": "C5H8N2", "method": "ωB97M-V with the def2-TZVPD basis set", "symbols": ["C", "N", "C", "C", "C", "N", "C", "H", "H", "H", "H", "H", "H", "H", "H"], "positions_angstrom": [[2.21, 0.20, -0.06], [0.80, -0.05, 0.13], [0.24, -1.30, 0.22], [-1.11, -1.20, 0.22], [-1.46, 0.22, 0.08], [-2.79, 0.69, 0.11], [-0.19, 0.88, 0.03], [2.77, -0.63, 0.38], [2.45, 0.28, -1.12], [2.49, 1.12, 0.45], [0.87, -2.18, 0.27], [-1.85, -1.99, 0.28], [-1.68, 0.23, -1.05], [-2.76, 1.71, 0.09], [0.04, 1.93, -0.06]], "total_charge": 0, "de_lowest_ev": 4.3222, "largest_force_ev_per_a": 0.576, "homo_lumo_gap_ev": [7.376, 7.091]}

---

[2]
{"formula": "C5H8N2", "method": "ωB97M-V with the def2-TZVPD basis set", "symbols": ["C", "C", "C", "C", "N", "N", "C", "H", "H", "H", "H", "H", "H", "H", "H"], "positions_angstrom": [[1.10, -1.06, 1.21], [0.46, 0.12, 0.51], [0.33, 0.33, -0.97], [1.64, -1.35, -2.28], [0.83, -0.59, -1.90], [-0.79, -0.06, -0.19], [-1.87, 0.89, -0.09], [1.02, -1.97, 0.60], [2.15, -0.87, 1.42], [0.60, -1.26, 2.17], [0.57, 1.06, 1.06], [0.43, 1.37, -1.31], [-1.50, 1.93, 0.04], [-2.51, 0.62, 0.75], [-2.44, 0.83, -1.02]], "total_charge": 0, "de_lowest_ev": 2.5706, "largest_force_ev_per_a": 1.833, "homo_lumo_gap_ev": 10.835}

---

[3]
{"formula": "C5H8N2", "method": "ωB97M-V with the def2-TZVPD basis set", "symbols": ["C", "C", "C", "C", "N", "N", "C", "H", "H", "H", "H", "H", "H", "H", "H"], "positions_angstrom": [[-1.80, 0.32, 0.31], [-0.50, -0.18, -0.28], [0.71, 0.69, -0.44], [0.18, 1.96, -0.87], [-0.46, 2.55, -1.63], [0.55, -0.16, 0.72], [1.51, -1.25, 0.84], [-1.59, 1.04, 1.10], [-2.47, 0.76, -0.43], [-2.29, -0.55, 0.78], [-0.59, -0.75, -1.21], [1.48, 0.34, -1.13], [1.84, -1.67, -0.12], [1.05, -2.06, 1.43], [2.39, -0.90, 1.39]], "total_charge": 0, "de_lowest_ev": 2.9191, "largest_force_ev_per_a": 1.427, "homo_lumo_gap_ev": 10.388, "smiles": "C[C@H]1[C@@H](C#N)N1C"}